{
  "formula": "C72H180N12O24",
  "method": "ωB97M-V/def2-TZVPD",
  "e_homo_ev": -7.99,
  "de_lowest_kj_mol": 426.39,
  "charge": 0,
  "gap_ev": 8.52,
  "symbols": ["C", "O", "C", "C", "N", "C", "C", "O", "C", "H", "H", "H", "H", "H", "H", "H", "H", "H", "H", "H", "H", "H", "H", "H", "C", "O", "C", "C", "N", "C", "C", "O", "C", "H", "H", "H", "H", "H", "H", "H", "H", "H", "H", "H", "H", "H", "H", "H", "C", "O", "C", "C", "N", "C", "C", "O", "C", "H", "H", "H", "H", "H", "H", "H", "H", "H", "H", "H", "H", "H", "H", "H", "C", "O", "C", "C", "N", "C", "C", "O", "C", "H", "H", "H", "H", "H", "H", "H", "H", "H", "H", "H", "H", "H", "H", "H", "C", "O", "C", "C", "N", "C", "C", "O", "C", "H", "H", "H", "H", "H", "H", "H", "H", "H", "H", "H", "H", "H", "H", "H", "C", "O", "C", "C", "N", "C", "C", "O", "C", "H", "H", "H", "H", "H", "H", "H", "H", "H", "H", "H", "H", "H", "H", "H", "C", "O", "C", "C", "N", "C", "C", "O", "C", "H", "H", "H", "H", "H", "H", "H", "H", "H", "H", "H", "H", "H", "H", "H", "C", "O", "C", "C", "N", "C", "C", "O", "C", "H", "H", "H", "H", "H", "H", "H", "H", "H", "H", "H", "H", "H", "H", "H", "C", "O", "C", "C", "N", "C", "C", "O", "C", "H", "H", "H", "H", "H", "H", "H", "H", "H", "H", "H", "H", "H", "H", "H", "C", "O", "C", "C", "N", "C", "C", "O", "C", "H", "H", "H", "H", "H", "H", "H", "H", "H", "H", "H", "H", "H", "H", "H", "C", "O", "C", "C", "N", "C", "C", "O", "C", "H", "H", "H", "H", "H", "H", "H", "H", "H", "H", "H", "H", "H", "H", "H", "C", "O", "C", "C", "N", "C", "C", "O", "C", "H", "H", "H", "H", "H", "H", "H", "H", "H", "H", "H", "H", "H", "H", "H"],
  "coordinates": [[17.008970, -30.102382, -19.232770], [15.853245, -29.964790, -19.972031], [15.240966, -31.186751, -20.434675], [14.247624, -30.790113, -21.545327], [14.994945, -30.010116, -22.536496], [14.197179, -29.719691, -23.663551], [12.903550, -29.012251, -23.147838], [13.297820, -27.967665, -22.283749], [12.300874, -27.392950, -21.425975], [17.135833, -29.084764, -18.869659], [17.847487, -30.416276, -19.946073], [16.909952, -30.862217, -18.449421], [14.804047, -31.640795, -19.520454], [15.973973, -31.853001, -20.814926], [13.505144, -30.209535, -21.066635], [13.693955, -31.636944, -21.929513], [15.454755, -29.259468, -22.080982], [13.925258, -30.622044, -24.202966], [14.615398, -29.033699, -24.396483], [12.124132, -29.789793, -22.726711], [12.483904, -28.463586, -23.997857], [11.285610, -27.566472, -21.894384], [12.511442, -26.371482, -21.486288], [12.406843, -27.850956, -20.380461], [4.166131, -33.032821, -17.323457], [4.693747, -31.997387, -16.519777], [6.109674, -32.141654, -16.241188], [6.550290, -31.075668, -15.281146], [6.289876, -31.465595, -13.881898], [4.849595, -31.559968, -13.532158], [4.850939, -32.106856, -12.137991], [5.388947, -33.382484, -12.201850], [5.523615, -33.928290, -10.855880], [4.580140, -34.035573, -17.069974], [4.398970, -32.950237, -18.455098], [3.043326, -33.174980, -17.129998], [6.617248, -32.068415, -17.196101], [6.313071, -33.183709, -15.799500], [6.167231, -30.059613, -15.440250], [7.668973, -30.910607, -15.366894], [6.680347, -32.431758, -13.825847], [4.233951, -32.095981, -14.225990], [4.426587, -30.569648, -13.589620], [3.738781, -32.173532, -11.853611], [5.361222, -31.398201, -11.504492], [5.981876, -34.877891, -10.937616], [4.503953, -33.963414, -10.429805], [6.178784, -33.274202, -10.268153], [3.641386, -29.007968, -23.603088], [4.511655, -30.011743, -23.108148], [5.892941, -29.919529, -23.401946], [6.476934, -31.283496, -23.215502], [6.246166, -31.856172, -21.927294], [6.998620, -33.154735, -21.774165], [7.027107, -33.372548, -20.238104], [7.621161, -34.594396, -19.878846], [7.860256, -34.774321, -18.485118], [4.063785, -27.963774, -23.705811], [2.699352, -29.036311, -23.061719], [3.324286, -29.174003, -24.665937], [6.377264, -29.261669, -22.716402], [6.078176, -29.511912, -24.411540], [7.553264, -31.158500, -23.407257], [6.115061, -31.950445, -24.019133], [5.244167, -32.036115, -21.785508], [7.966537, -33.105280, -22.295053], [6.463164, -33.955298, -22.259324], [6.021267, -33.236839, -19.824165], [7.653290, -32.572379, -19.784454], [6.884524, -34.810862, -17.973643], [8.538105, -33.985413, -18.112065], [8.418600, -35.733840, -18.287832], [13.302377, -30.004193, -9.412685], [14.171233, -29.202973, -10.196775], [13.801346, -29.339019, -11.563792], [14.430467, -28.330288, -12.473528], [13.828563, -28.564062, -13.784621], [14.626820, -28.010884, -14.913277], [13.967039, -28.268851, -16.209439], [14.720211, -27.684742, -17.281063], [14.007702, -27.607827, -18.556992], [13.395013, -31.084669, -9.576813], [12.280776, -29.812898, -9.576706], [13.578420, -29.688324, -8.371218], [12.704837, -29.129628, -11.511761], [13.942200, -30.368034, -12.047238], [15.525994, -28.578135, -12.612795], [14.319408, -27.265636, -12.050448], [12.943802, -28.072553, -13.784158], [15.518424, -28.645597, -15.003817], [14.737069, -26.952654, -14.790449], [12.936836, -27.903216, -16.214396], [13.914923, -29.334616, -16.312984], [14.781761, -27.379739, -19.205151], [13.103725, -26.998614, -18.478578], [13.612356, -28.631018, -18.786089], [7.830625, -27.191619, -16.931998], [8.835354, -26.920402, -15.970273], [9.314381, -28.151916, -15.459290], [10.644394, -28.065581, -14.730747], [10.634867, -27.785929, -13.298894], [10.142740, -26.523217, -12.848938], [10.413140, -26.386490, -11.364233], [11.817925, -26.501634, -11.024673], [12.517005, -25.252699, -11.414708], [7.115712, -27.931425, -16.579373], [8.261176, -27.685242, -17.820562], [7.415297, -26.264729, -17.238993], [9.377226, -28.918881, -16.255570], [8.503503, -28.524224, -14.737814], [11.341971, -27.316551, -15.246406], [11.177564, -28.999922, -14.855721], [10.132091, -28.520801, -12.772391], [9.087520, -26.356413, -13.138080], [10.613813, -25.698646, -13.371282], [9.890188, -27.183191, -10.790585], [10.008143, -25.471849, -10.981484], [12.609614, -25.110982, -12.490434], [13.450250, -25.365756, -10.945125], [11.943200, -24.444793, -10.920296], [8.929318, -31.117965, -7.740578], [8.815404, -31.654070, -9.051245], [9.502695, -30.944400, -10.025111], [8.842032, -31.274595, -11.376660], [9.454867, -30.588696, -12.557382], [10.546095, -31.331900, -13.130952], [10.254354, -32.733776, -13.576181], [8.996907, -32.940310, -14.264052], [8.990086, -34.251612, -14.751694], [9.954337, -31.178720, -7.320224], [8.302055, -31.777137, -7.134573], [8.719344, -30.039288, -7.642243], [10.586775, -31.140818, -9.924913], [9.347426, -29.874515, -9.944454], [7.759912, -31.076538, -11.382955], [8.937512, -32.373279, -11.488577], [8.684690, -30.505958, -13.161585], [11.263351, -31.510298, -12.346790], [10.908809, -30.798315, -14.003229], [10.233571, -33.466983, -12.782347], [11.059458, -33.058634, -14.254935], [9.161109, -34.921581, -13.961703], [9.714682, -34.493769, -15.551055], [7.999075, -34.512911, -15.107121], [15.267205, -32.307867, -13.531740], [15.431775, -33.324166, -14.446416], [16.093404, -32.974688, -15.618773], [15.919076, -34.091441, -16.692001], [14.688333, -33.777432, -17.371855], [14.410292, -34.466228, -18.571963], [13.001231, -34.209277, -19.040044], [12.082843, -34.601129, -18.040875], [11.841472, -36.021639, -17.972698], [16.063598, -32.350434, -12.791707], [14.325240, -32.533195, -13.028743], [15.199483, -31.355146, -13.924463], [17.146167, -32.750358, -15.624679], [15.633662, -32.116742, -16.116652], [15.944198, -35.109590, -16.456864], [16.877013, -33.961416, -17.360422], [13.865325, -33.684288, -16.836315], [14.597111, -35.546181, -18.486411], [15.073846, -34.057925, -19.316988], [12.737583, -34.691817, -20.033594], [12.717647, -33.147002, -19.121338], [12.696556, -36.646242, -17.626078], [11.463265, -36.441489, -18.946364], [11.050414, -35.973636, -17.199310], [3.944048, -21.642416, -18.577338], [4.380164, -22.971533, -18.415974], [4.297616, -23.410720, -17.093506], [4.948528, -24.757090, -16.696786], [4.390565, -25.844018, -17.481445], [4.687833, -25.788083, -18.928674], [4.361675, -27.138499, -19.435811], [5.154057, -28.036247, -18.713126], [5.284547, -29.250782, -19.472996], [2.840502, -21.583287, -18.568965], [4.231343, -21.416007, -19.582878], [4.459011, -20.937989, -17.925792], [3.248525, -23.440953, -16.812528], [4.796814, -22.673980, -16.464439], [4.633066, -24.924509, -15.699765], [6.008256, -24.665200, -16.686476], [4.675204, -26.743346, -17.147917], [5.770864, -25.554622, -19.007924], [4.057212, -25.010791, -19.370779], [4.621638, -27.312020, -20.502646], [3.318079, -27.422798, -19.307831], [6.082566, -29.893274, -19.171697], [5.471324, -29.052503, -20.512287], [4.361647, -29.851399, -19.406711], [4.785958, -18.448685, -19.493575], [5.866531, -19.274921, -19.700512], [6.149561, -19.427206, -21.097930], [7.321878, -20.357026, -21.392908], [7.303787, -21.659433, -20.818796], [7.684598, -21.686039, -19.408821], [8.398431, -22.950173, -19.098244], [9.521150, -23.144117, -20.021917], [10.554546, -22.172214, -19.797871], [4.938984, -17.491647, -20.032259], [4.697597, -18.213393, -18.425697], [3.882504, -18.955383, -19.897461], [6.488372, -18.418057, -21.479019], [5.285335, -19.677039, -21.727586], [8.277675, -19.801385, -21.164631], [7.306493, -20.428821, -22.466984], [7.921025, -22.288616, -21.323520], [6.900909, -21.596471, -18.640936], [8.444155, -20.917825, -19.241000], [7.803434, -23.855256, -19.264904], [8.692474, -22.981571, -18.024624], [10.452276, -21.237456, -20.399212], [11.472941, -22.673931, -20.091465], [10.608796, -22.028501, -18.704149], [8.325898, -22.987904, -11.965946], [9.417998, -23.328496, -12.780803], [9.321904, -23.106904, -14.212529], [10.664706, -23.393504, -14.862724], [10.431214, -23.795379, -16.243892], [11.647771, -23.804735, -17.028033], [12.894755, -24.392145, -16.354185], [13.439326, -23.419039, -15.503502], [14.323422, -23.921626, -14.545380], [7.386843, -23.432546, -12.338588], [8.163231, -21.936080, -11.867935], [8.477130, -23.321098, -10.924698], [8.999706, -22.119200, -14.538725], [8.556881, -23.748596, -14.668892], [11.242069, -24.117450, -14.263128], [11.254499, -22.499867, -14.996989], [9.880721, -24.660353, -16.248654], [11.919575, -22.814110, -17.396342], [11.552900, -24.407348, -17.972313], [13.574335, -24.729104, -17.109255], [12.552428, -25.322536, -15.875107], [15.251777, -24.209366, -15.066294], [13.928398, -24.870728, -14.144026], [14.512078, -23.150192, -13.812185], [9.260279, -31.205312, -29.643120], [10.321963, -31.396123, -28.692961], [10.703146, -30.124706, -28.211957], [11.771948, -30.163606, -27.007011], [11.215925, -30.347116, -25.692239], [10.606894, -31.662936, -25.316584], [10.753708, -31.919027, -23.869665], [10.006099, -33.088691, -23.417832], [10.842518, -34.097520, -22.787558], [8.940620, -32.167229, -30.021297], [9.648006, -30.686293, -30.470552], [8.408915, -30.680972, -29.288628], [9.806343, -29.678947, -27.832068], [11.167722, -29.551709, -28.984104], [12.362603, -29.298446, -26.945502], [12.424402, -31.008897, -27.217150], [10.601827, -29.547051, -25.546230], [11.116751, -32.529264, -25.873743], [9.591811, -31.875681, -25.718141], [10.263868, -31.058681, -23.321461], [11.838406, -31.987031, -23.713463], [11.436912, -34.634751, -23.547826], [10.234874, -34.816568, -22.300817], [11.492436, -33.750573, -22.033582], [9.391766, -26.301449, -20.147735], [9.485396, -27.717693, -20.045769], [8.532406, -28.424433, -20.734685], [8.761692, -29.895407, -20.422341], [10.180021, -30.133597, -20.536957], [10.524326, -31.534212, -20.222272], [10.406963, -31.926429, -18.759988], [11.329077, -31.051439, -18.123447], [11.398358, -31.206522, -16.742783], [9.864814, -25.840299, -19.266005], [8.325138, -25.981923, -20.275873], [9.804031, -26.003208, -21.132731], [8.521696, -28.169931, -21.814061], [7.473883, -28.235515, -20.375419], [8.167629, -30.589944, -20.976213], [8.467892, -29.949537, -19.379327], [10.682836, -29.462033, -19.969408], [11.558522, -31.804619, -20.537583], [9.792476, -32.104385, -20.843126], [10.729481, -32.953460, -18.675105], [9.347989, -31.826062, -18.397018], [11.780784, -32.209439, -16.502699], [10.385295, -31.179336, -16.275736], [12.111251, -30.448800, -16.449620]],
  "atomic_forces_ev_per_a": [[1.1, -0.3, -1.2], [-1.7, -0.4, -1.2], [-0.7, 1.0, 0.9], [1.9, 0.2, 1.1], [0.6, -2.7, 0.0], [-1.9, 1.4, 0.4], [-1.2, -0.5, -0.9], [0.3, -0.3, 0.9], [-0.4, -2.8, -0.7], [0.7, -0.3, 0.5], [-0.6, 0.4, 1.1], [0.1, 0.2, 0.2], [-0.3, -0.1, -0.6], [1.0, -0.6, -0.5], [-1.0, 1.0, 0.7], [0.3, -0.5, -0.6], [0.1, 0.8, 0.2], [-0.1, -0.2, 0.0], [0.7, 0.0, 0.2], [1.4, 1.8, -0.5], [-0.7, -0.6, -0.2], [0.9, 0.0, 0.9], [0.2, 1.7, 0.6], [-0.6, 0.8, -1.5], [-0.6, -1.2, -0.8], [0.3, -0.5, -0.1], [-1.0, -0.8, -0.5], [1.4, 0.5, 1.1], [0.1, -0.8, -0.8], [1.6, 0.7, -0.1], [-3.2, 0.2, -0.8], [0.8, -0.9, 1.5], [-0.8, 1.6, -1.0], [0.1, 0.5, 0.2], [-0.5, 0.4, 1.7], [1.6, 0.8, -0.5], [0.4, -0.1, -0.3], [-0.3, 1.3, -0.5], [-0.5, -0.4, -0.4], [-1.0, -0.6, 0.0], [-0.3, 1.1, 0.4], [-0.1, -1.0, -0.3], [0.0, 0.6, 0.4], [1.3, 0.1, 0.2], [0.4, 0.0, 0.6], [0.2, -1.1, -0.1], [0.5, -0.2, 0.2], [-0.2, 0.0, 0.1], [0.2, 0.7, -1.8], [-0.7, 0.5, -0.1], [-0.8, 0.0, -0.5], [0.4, -0.3, -1.6], [0.4, -0.9, 0.7], [-0.9, 1.0, 1.0], [1.4, 0.7, -0.1], [0.2, -1.0, -0.1], [0.3, -0.3, -0.3], [-0.1, -1.0, 0.9], [0.3, 0.2, 0.5], [0.4, -0.5, 0.5], [0.3, 0.8, 0.8], [-0.1, -0.4, 0.1], [0.0, -0.2, 0.3], [0.0, 0.1, -0.1], [0.6, 0.2, -0.2], [-0.1, 0.2, 0.6], [-0.3, -0.6, -0.2], [-0.1, -0.3, -0.1], [-0.4, 0.0, -0.3], [0.4, 0.2, 0.3], [-0.5, 0.0, 0.1], [-0.8, 0.8, -0.6], [2.0, 0.5, 1.6], [0.1, -1.0, -0.7], [-1.6, -0.4, 0.3], [1.5, 0.5, -0.1], [0.1, 0.7, -0.8], [-0.2, -1.3, 1.1], [-0.7, 0.5, -1.4], [-0.8, 0.1, 0.1], [-1.0, -2.5, 3.1], [0.6, 0.0, 0.1], [-1.4, 0.8, -0.4], [-0.5, -0.8, -0.7], [0.4, -0.2, -0.8], [0.0, 1.0, 1.1], [-0.9, 0.5, 0.5], [0.2, -1.4, -0.7], [-0.4, -0.1, 0.1], [0.5, 1.0, 0.6], [0.9, 0.7, 0.1], [-0.1, 0.2, -0.2], [-0.1, -0.9, -0.4], [0.8, 0.9, -1.8], [0.4, 0.7, -0.2], [0.5, 0.5, -0.1], [0.9, -1.0, -0.5], [0.4, -0.2, -0.2], [-1.2, -0.7, 0.9], [0.7, 1.3, 0.0], [0.1, -1.0, -0.1], [-0.4, 0.6, -0.4], [0.4, -1.2, 0.5], [-0.5, 1.5, -1.1], [-2.2, -1.2, 1.1], [-0.5, 0.3, 0.4], [0.2, 0.3, 0.1], [-0.7, 0.7, -0.1], [0.1, 0.4, 0.0], [1.0, 0.2, -0.6], [-1.2, -0.6, 0.6], [-0.1, -0.3, -0.1], [0.5, 0.1, -0.6], [-0.1, -0.1, 0.6], [0.5, 0.0, -0.2], [0.4, 0.2, -0.4], [-0.1, 0.9, 0.1], [-0.2, -0.1, 0.0], [1.4, 0.1, 0.4], [0.5, 0.0, -0.6], [0.8, -0.4, 0.3], [-0.4, 0.2, 0.9], [-0.2, 0.7, -1.1], [1.0, -1.1, -0.4], [-0.2, -0.3, 2.5], [-0.9, -0.3, -0.3], [-0.7, -1.4, -1.1], [0.9, 0.8, -0.3], [-0.6, 0.0, -1.0], [-0.1, -0.3, -0.4], [-0.1, 0.6, 0.1], [-0.6, -0.4, -0.4], [-0.3, 0.0, -0.5], [0.2, 0.6, 0.6], [0.5, 0.2, 0.3], [-0.3, 0.3, -0.1], [-0.9, 0.1, -1.5], [0.9, 0.6, 0.0], [0.5, 0.3, 0.3], [0.2, -0.1, 0.7], [0.0, 0.1, 0.1], [0.5, -1.2, 1.3], [0.0, 0.5, 0.2], [-0.3, 0.3, -0.3], [-0.3, -1.7, 2.1], [0.4, -0.8, -1.0], [-0.4, -1.3, -1.8], [1.1, 2.8, -1.2], [0.5, 0.7, -0.9], [0.1, -0.1, -0.9], [-1.0, 0.2, -0.5], [0.0, -1.5, -0.2], [-0.7, 0.7, 0.4], [0.2, 0.2, 0.2], [0.0, 0.2, 0.3], [-0.1, 2.1, -1.2], [0.8, 0.0, 1.3], [-0.2, 0.3, 0.3], [0.2, -1.7, 1.4], [-2.0, 0.0, 0.5], [-0.6, -0.1, 1.3], [-0.1, -0.2, -0.2], [0.5, -0.2, -0.7], [0.5, 0.3, 1.0], [1.0, -0.1, -0.3], [-0.4, 0.6, -0.2], [0.2, 0.5, 0.8], [0.3, -1.0, -0.5], [-0.4, -0.6, -0.7], [0.7, -0.5, -0.2], [0.2, -0.1, 1.2], [-1.8, 0.5, -1.9], [-0.3, 0.7, -0.4], [-0.1, 0.7, 1.5], [0.3, -0.7, -1.4], [1.2, -1.9, -0.4], [-1.2, -0.1, 0.6], [0.3, 0.2, 0.6], [0.2, 0.4, -0.6], [-0.2, 0.0, 0.3], [-0.4, -0.1, 0.2], [0.0, 0.4, 0.3], [-0.2, 0.0, 1.2], [1.3, 0.0, -0.3], [0.3, -0.3, 0.4], [-0.4, 0.0, -0.7], [0.4, -0.2, -0.1], [-0.3, 0.7, 0.3], [-0.4, 0.3, 0.0], [0.7, -0.1, 0.9], [0.0, 0.3, -0.6], [0.1, 0.2, 0.0], [-0.8, 0.7, -0.4], [1.2, -1.1, -0.9], [0.8, 1.3, 0.1], [0.6, 1.2, 0.2], [-0.8, -0.5, 0.7], [0.4, -0.1, 0.0], [0.8, -1.5, -0.3], [-0.3, 0.6, 1.0], [-0.2, -0.7, 0.2], [-0.3, -0.2, 0.2], [-0.1, -0.3, -0.3], [0.0, 0.5, 0.4], [-0.4, -0.7, 0.2], [-0.3, -0.3, 0.6], [-0.6, -0.3, 0.1], [0.1, -0.2, -0.6], [-0.1, 0.2, 0.1], [-0.2, 0.3, -0.7], [-0.2, 0.5, 0.3], [-0.3, 0.3, -0.1], [0.3, 0.1, -0.7], [-0.2, -0.5, 0.6], [0.2, 0.1, -0.2], [0.1, 0.6, -0.6], [-0.7, -0.7, -0.1], [0.5, 0.3, -0.8], [-0.3, -0.4, 0.5], [-0.3, 0.1, -0.3], [-0.5, -0.4, 0.2], [0.7, -1.2, -1.2], [-1.3, 0.2, -0.1], [-0.5, 0.1, 0.0], [0.5, -1.0, -1.0], [0.2, 0.0, 0.1], [0.0, 1.0, -0.3], [0.3, -0.3, -0.6], [0.0, 0.5, 0.7], [0.0, -0.5, 0.3], [-0.1, 0.2, -0.1], [0.3, 0.4, 0.7], [0.6, 0.1, -0.3], [-0.1, 0.2, 0.3], [-0.5, 0.4, 0.8], [0.9, 0.0, -0.6], [0.2, 0.1, 0.7], [0.2, 0.2, 0.4], [0.0, 0.4, 0.4], [0.0, -0.1, 0.3], [1.1, -1.5, 0.4], [-0.6, 0.0, -0.1], [1.5, -0.5, 1.9], [-2.0, -2.5, -1.2], [-0.7, -0.8, 0.7], [0.2, -1.2, -3.2], [-1.3, 0.6, 1.5], [1.6, -0.2, 0.3], [-0.5, 0.2, -2.1], [0.0, -0.4, 0.2], [0.5, 1.0, -1.3], [-0.8, 0.6, 0.9], [-0.5, 0.9, 0.2], [0.1, 0.6, -0.9], [0.7, 1.4, -0.5], [0.3, -0.1, -0.1], [-0.1, -0.5, 0.5], [0.0, 1.4, 0.6], [0.0, 0.8, 0.6], [1.0, -0.7, -0.2], [-0.3, 0.0, 0.7], [-0.1, 0.3, 0.2], [-1.1, -0.6, 0.2], [0.9, 1.1, 0.8], [-1.0, -0.1, -1.1], [0.4, 1.0, 1.1], [-2.3, -0.6, -0.8], [1.2, 1.5, 0.7], [0.8, -1.4, -0.5], [-0.7, 0.2, -0.9], [-0.2, 0.9, -0.6], [-0.7, -0.1, -0.5], [-0.3, -0.9, 0.1], [-0.1, -0.1, -0.6], [0.5, -0.2, 0.7], [0.4, 0.2, 0.7], [0.3, -0.2, 0.1], [1.0, 0.4, -0.2], [-0.4, -0.3, -0.6], [-0.4, -0.4, 0.6], [0.0, -0.2, 0.0], [-0.6, 0.5, 0.0], [0.7, -0.1, 0.4], [-0.1, -0.5, 0.4], [0.9, 0.1, 0.1], [0.2, 0.1, 0.1], [0.5, 0.5, 0.0], [-0.2, 0.1, 0.8]]
}